No. 1
59
Properties=species:S:1:pos:R:3:forces:R:3:mulliken_charge:R:1 method="wB97M-V/def2-TZVPD" multiplicity=1 largest_force_ev_per_a=9.66 gap_ev=6.8 homo_energy_ev=-7.84 smiles="C#Cc1cc2c(c(C(F)(F)C(F)(F)F)c1)Nc1ccccc1S2.CCOC(C)=O.CCOC(C)=O"
C 7.9652 6.1808 2.1638 -5.4 -6.5 -4.6 -0.16
C 7.2154 5.2174 1.4236 3.1 5.2 5.8 -0.64
C 6.0458 4.0653 1.1129 -1.4 -1.7 -0.5 0.43
C 4.6342 4.4261 0.3213 1.2 -4.0 1.6 -0.51
C 3.5658 3.1953 0.1211 1.9 -0.8 1.4 0.10
C 3.7556 1.6449 0.6168 3.6 2.0 1.1 0.33
C 5.1929 1.3022 1.4000 0.0 3.9 -0.8 0.21
C 5.6091 -0.1827 1.9612 0.8 0.3 1.4 0.39
F 4.6777 -0.6526 3.0541 2.6 1.2 -3.5 -0.29
F 6.9750 -0.1993 2.5910 -4.3 0.4 -1.9 -0.29
C 5.7012 -1.3050 0.7259 1.0 -0.3 -0.2 0.75
F 6.9718 -2.1025 0.9025 -4.9 2.3 -1.0 -0.24
F 5.8491 -0.5553 -0.5473 -0.8 -3.2 4.1 -0.22
F 4.4759 -2.1449 0.7936 4.4 2.6 -0.9 -0.21
C 6.2986 2.5200 1.6075 -2.4 0.8 -1.3 -0.63
N 2.7937 0.4985 0.4041 -0.7 3.1 2.0 -0.11
C 1.3441 0.9261 0.4250 -5.3 0.3 0.2 0.42
C 0.2303 -0.1792 1.0038 -1.6 3.3 -1.3 -0.54
C -1.3899 0.1377 1.0379 3.3 2.7 -1.6 -0.30
C -1.9287 1.6008 0.4857 3.6 -0.3 -0.3 -0.18
C -0.8882 2.7557 -0.0867 1.5 -4.6 1.6 -0.50
C 0.7290 2.3503 -0.1029 -1.4 -2.4 1.4 0.14
S 1.9430 3.6151 -0.7808 0.6 -1.8 1.5 -0.27
H 8.5476 7.0019 2.8053 -1.5 -2.4 -2.1 0.34
H 4.4141 5.5258 -0.0878 0.4 -2.9 1.1 0.29
H 7.3429 2.2951 2.1406 -2.7 0.4 -1.3 0.29
H 2.9071 -0.1218 1.2618 -0.1 0.8 -1.5 0.34
H 0.5839 -1.2336 1.3674 -0.6 2.3 -0.8 0.22
H -2.1103 -0.7264 1.4349 1.7 2.4 -1.0 0.18
H -3.0721 1.8564 0.4774 2.5 -0.8 0.1 0.35
H -1.2393 3.8140 -0.5008 0.9 -2.7 1.1 0.27
C -7.4759 -2.8721 0.5411 -0.2 0.2 0.2 -1.02
C -5.9686 -2.7625 0.4155 -0.3 -0.2 -0.1 -0.27
O -5.5448 -1.3898 0.4991 0.5 0.5 0.1 -0.32
C -5.3172 -0.7272 1.6545 0.4 1.4 -0.3 0.77
C -5.7839 -1.3331 2.9456 0.4 -0.4 0.4 -1.11
O -4.8023 0.3908 1.6395 -0.8 -2.0 -0.4 -0.54
H -7.8263 -2.5102 1.5113 0.0 -0.1 0.0 0.28
H -7.7982 -3.9101 0.4222 0.1 0.1 0.0 0.36
H -7.9683 -2.2594 -0.2208 0.1 -0.1 0.0 0.31
H -5.4375 -3.3834 1.1429 -0.1 0.2 0.0 0.31
H -5.6656 -3.1201 -0.5745 0.2 0.4 0.2 0.29
H -6.7724 -0.9378 3.1906 0.1 0.0 0.0 0.28
H -5.0767 -1.0567 3.7336 -0.2 0.2 -0.2 0.31
H -5.8159 -2.4214 2.9344 -0.2 0.0 -0.1 0.38
C 0.3747 -2.0114 -3.9544 0.1 0.1 0.2 -0.86
C -0.9676 -2.2131 -4.6306 0.2 0.1 0.1 -0.41
O -1.9225 -2.7825 -3.7168 -0.5 -0.3 0.0 -0.37
C -2.6698 -2.0688 -2.8463 -1.1 -0.6 1.1 0.62
C -2.3189 -0.6319 -2.5928 -0.3 0.5 -0.4 -0.58
O -3.5771 -2.6107 -2.2152 1.7 0.6 -1.4 -0.55
H 0.3038 -1.3083 -3.1204 0.0 0.0 -0.1 0.21
H 1.1117 -1.6302 -4.6665 -0.1 0.0 0.1 0.35
H 0.7395 -2.9567 -3.5399 -0.1 0.1 -0.2 0.29
H -1.3549 -1.2957 -5.0835 0.0 0.0 0.2 0.37
H -0.8519 -2.9346 -5.4466 -0.3 0.0 0.3 0.29
H -1.6685 -0.5706 -1.7172 -0.1 0.0 -0.1 0.02
H -3.2429 -0.0788 -2.3983 0.2 -0.2 0.2 0.32
H -1.8427 -0.1396 -3.4392 0.2 -0.1 0.1 0.31

=====

No. 2
80
Properties=species:S:1:pos:R:3:forces:R:3:mulliken_charge:R:1 method="wB97M-V/def2-TZVPD" multiplicity=1 largest_force_ev_per_a=4.08 gap_ev=11.3 relative_energy_ev=1.910 homo_energy_ev=-11.02 smiles="O=C1OC[C@@H](F)O1.O=C1OC[C@@H](F)O1.O=C1OC[C@@H](F)O1.O=C1OC[C@@H](F)O1.O=C1OC[C@@H](F)O1.O=C1OC[C@@H](F)O1.O=C1OC[C@@H](F)O1.O=C1OC[C@@H](F)O1"
O -7.0429 -0.6544 2.4234 0.5 0.0 -0.3 -0.51
C -6.2749 -0.0923 1.7142 -0.1 0.4 -0.3 0.56
O -6.4441 1.1428 1.2186 0.8 0.7 -0.9 -0.35
C -5.3506 1.4889 0.2917 0.2 -2.3 0.7 -0.21
C -4.3282 0.3491 0.5956 -1.1 1.9 1.7 0.44
F -3.4105 0.8598 1.5331 -0.1 -0.3 -0.3 -0.30
O -5.0945 -0.6136 1.2344 0.2 -0.7 0.0 -0.38
H -5.6567 1.3744 -0.7457 -0.4 0.4 0.1 0.28
H -4.8981 2.4277 0.5376 -0.2 0.6 0.1 0.22
H -3.7391 -0.0161 -0.2056 0.2 -0.6 -0.8 0.24
O 2.9032 4.9047 4.4940 -0.2 -0.6 0.6 -0.51
C 2.8256 3.7433 4.2673 1.5 -0.6 -0.5 0.51
O 3.4553 2.7016 4.9850 -1.5 0.3 -1.6 -0.36
C 3.1150 1.4566 4.3017 1.0 0.1 -0.5 0.04
C 2.2416 1.8320 3.1258 0.9 2.0 0.0 1.02
F 0.9465 1.5139 3.2550 -0.9 -0.5 0.4 -0.28
O 2.2886 3.2595 3.1048 0.1 -0.4 0.7 -0.33
H 3.9775 0.8229 4.0007 -0.2 1.2 0.1 0.17
H 2.5340 0.8253 4.8941 -1.0 -0.8 1.5 0.13
H 2.5924 1.5090 2.1771 0.2 -0.5 -0.7 -0.34
O 4.4437 -0.0255 1.9014 0.2 0.8 -3.0 -0.50
C 4.6700 0.4413 0.7974 0.8 0.4 2.3 0.55
O 5.2280 -0.2066 -0.2567 -0.9 0.6 0.7 -0.34
C 5.4543 0.7178 -1.3468 -1.2 0.2 1.0 -0.20
C 4.7477 1.9855 -0.8351 1.9 3.0 0.4 0.28
F 3.5447 2.2420 -1.3396 -1.4 -0.6 -1.2 -0.21
O 4.5820 1.8490 0.5447 0.2 -3.2 0.0 -0.25
H 6.5262 0.8598 -1.4242 0.0 0.0 -0.4 0.34
H 4.9409 0.3389 -2.2307 0.4 0.0 0.0 0.14
H 5.3022 2.9717 -0.9671 -0.1 -1.5 -0.1 0.21
O 2.2296 -0.9852 -1.7543 1.3 0.1 -0.8 -0.52
C 1.2449 -0.9887 -1.1231 -2.0 -0.5 1.1 0.38
O 0.7346 0.0145 -0.4036 2.9 1.5 -1.7 -0.08
C -0.4058 -0.2854 0.2474 -1.0 -2.8 2.8 0.73
C -0.7528 -1.7177 -0.3046 -0.6 -0.7 1.6 0.47
F -1.8533 -1.6819 -1.1924 1.2 -0.1 0.9 -0.31
O 0.4135 -2.0761 -0.9689 0.1 0.2 -0.7 -0.33
H -0.2033 -0.2973 1.3524 0.0 -0.5 -0.8 0.19
H -1.1140 0.4753 0.1605 -1.4 0.7 -0.9 -0.82
H -0.8943 -2.5664 0.4828 -0.4 1.8 -1.4 0.27
O -0.8477 1.8998 -3.1468 1.0 -0.2 -0.3 -0.54
C -0.0105 1.3435 -3.8012 -1.9 0.4 0.3 0.65
O -0.3234 0.4483 -4.7548 1.1 -0.5 -0.1 -0.32
C 0.9127 -0.0797 -5.3379 -0.3 0.3 1.4 -0.28
C 1.9699 0.7940 -4.6707 0.5 0.8 -0.7 0.57
F 2.5341 1.7028 -5.5818 -0.5 -0.5 0.3 -0.37
O 1.3165 1.5310 -3.6923 0.0 -0.1 0.0 -0.26
H 1.0393 -1.1623 -5.1052 -0.3 0.9 -0.4 0.21
H 0.8770 0.1859 -6.3693 0.1 -0.4 -0.9 0.31
H 2.8028 0.3094 -4.2232 0.6 -0.6 0.3 0.07
O -3.6352 4.3674 2.2128 -1.0 0.7 1.0 -0.53
C -2.6521 4.1093 1.6240 -1.9 -0.3 -1.1 0.52
O -1.5081 3.7822 2.1505 1.2 -0.8 0.5 -0.34
C -0.6082 3.2675 1.1685 -0.3 1.0 -1.0 0.38
C -1.4819 3.4042 -0.1474 1.5 0.9 0.4 0.47
F -1.7886 2.1879 -0.6521 -0.2 0.0 -0.3 -0.18
O -2.6977 4.0461 0.2320 2.4 -0.7 0.6 -0.37
H 0.2218 3.9993 1.1145 -0.2 -0.7 0.0 0.35
H -0.2237 2.2491 1.4059 -0.7 0.8 -0.1 -0.58
H -0.8622 4.0276 -0.8518 -1.2 -0.9 0.0 0.26
O 0.5224 -3.2069 -5.8670 -1.6 -1.3 0.5 -0.55
C -0.4855 -3.8302 -5.6297 1.1 0.8 -0.8 0.66
O -0.9986 -4.0700 -4.4072 -0.3 -0.4 -0.9 -0.30
C -2.2339 -4.8261 -4.5745 1.1 0.7 -1.7 -0.43
C -2.5835 -4.5052 -6.0580 0.4 -0.6 0.7 0.28
F -3.3161 -3.3232 -6.1375 0.8 -1.1 -0.2 -0.27
O -1.3030 -4.3865 -6.6306 0.3 1.4 1.4 -0.31
H -2.0538 -5.8665 -4.4006 0.3 -0.7 -0.2 0.29
H -2.9009 -4.5010 -3.8476 -1.4 0.9 1.0 0.32
H -3.0131 -5.3187 -6.6364 -0.8 0.3 0.2 0.30
O 0.8568 -1.1468 3.5308 -0.8 -0.9 0.4 -0.37
C 0.5019 -1.9106 4.3810 1.9 -0.3 -0.4 0.56
O 0.6248 -1.6843 5.6888 -0.9 -0.3 0.8 -0.33
C 0.0725 -2.8088 6.4370 -0.8 0.5 -1.1 -0.39
C -0.4630 -3.7500 5.3263 0.3 2.6 -0.7 0.24
F -1.8193 -3.4845 5.0874 1.0 -0.9 0.7 -0.29
O 0.2026 -3.2409 4.1922 -0.5 0.1 -0.5 -0.32
H 0.8683 -3.2369 7.0192 0.1 -0.2 0.4 0.33
H -0.7904 -2.4357 6.9865 0.3 -0.1 0.4 0.28
H -0.2021 -4.7810 5.4240 -0.5 -0.7 0.0 0.29

=====

No. 3
53
Properties=species:S:1:pos:R:3:forces:R:3:mulliken_charge:R:1 method="wB97M-V/def2-TZVPD" multiplicity=1 largest_force_ev_per_a=0.84 charge=+2 gap_ev=7.3 relative_energy_ev=0.318 homo_energy_ev=-14.07
Pd 0.0392 -2.1192 -0.0161 0.7 0.3 -0.3 -0.14
I 2.5888 -2.0703 -0.4067 -0.4 -0.3 0.0 0.31
C 3.4887 -0.2011 -0.1802 0.0 0.0 0.1 0.19
C 4.8465 -0.3358 -0.1904 0.2 0.2 0.0 -0.83
C 5.6670 0.8043 -0.0894 0.0 -0.2 0.0 -0.84
C 5.0815 2.0241 0.0165 -0.1 0.1 0.0 -0.90
C 3.6716 2.1677 0.0305 0.0 0.1 0.0 1.05
C 3.1316 3.4711 0.1369 0.1 0.0 0.0 -0.78
C 1.7890 3.6790 0.1467 -0.2 0.0 0.0 -1.32
C 0.9333 2.5713 0.0550 0.1 0.1 0.0 -0.30
C 1.3989 1.2774 -0.0438 0.1 0.0 0.0 0.77
P -0.0174 0.1476 -0.0810 -0.3 -0.1 0.3 1.34
C -0.9786 0.6306 -1.5247 0.0 -0.1 -0.1 1.16
C -0.3135 1.1279 -2.6445 0.0 0.0 -0.1 -0.67
C -1.0204 1.4080 -3.8061 0.1 0.0 0.0 -0.78
C -2.3894 1.2017 -3.8540 -0.1 0.0 0.0 -0.63
C -3.0620 0.7096 -2.7415 0.0 0.0 0.0 -1.06
C -2.3598 0.4125 -1.5851 0.1 0.1 -0.1 -0.50
C -0.9579 0.4911 1.4249 -0.2 0.2 -0.1 0.79
C -1.9843 1.4364 1.4672 0.0 0.0 0.0 -0.02
C -2.6633 1.6700 2.6550 0.0 0.0 0.0 -0.92
C -2.3226 0.9680 3.8027 0.0 0.0 0.0 -0.55
C -1.2983 0.0294 3.7686 0.0 0.0 0.0 -0.75
C -0.6206 -0.2122 2.5839 0.0 0.1 0.1 -0.61
C 2.8082 1.0345 -0.0655 0.0 0.1 0.0 0.70
H 5.3108 -1.3097 -0.2771 0.0 0.0 0.0 0.40
H 6.7418 0.6924 -0.1001 0.0 0.0 0.0 0.42
H 5.6859 2.9189 0.0919 0.0 0.0 0.0 0.43
H 3.8190 4.3046 0.2075 0.0 0.0 0.0 0.44
H 1.3764 4.6748 0.2274 0.0 0.0 0.0 0.48
H -0.1333 2.7586 0.0670 0.0 0.0 0.0 0.30
H 0.7540 1.3060 -2.6112 0.0 0.0 0.0 0.42
H -0.4986 1.7902 -4.6729 0.0 0.0 0.0 0.46
H -2.9394 1.4377 -4.7552 0.0 0.0 0.0 0.43
H -4.1345 0.5710 -2.7744 0.0 0.0 0.0 0.45
H -2.8966 0.0689 -0.7141 -0.1 0.0 0.1 0.62
H -2.2645 1.9876 0.5779 0.0 0.0 0.0 0.42
H -3.4571 2.4046 2.6829 0.0 0.0 0.0 0.46
H -2.8521 1.1559 4.7271 0.0 0.0 0.0 0.44
H -1.0250 -0.5089 4.6662 0.0 0.0 0.0 0.46
H 0.1954 -0.9268 2.5750 0.0 0.0 0.0 0.36
N -2.0408 -2.2931 0.1391 0.0 0.1 0.0 -0.60
C -2.3636 -3.6842 0.5375 -0.2 0.0 0.0 -0.60
C -1.5078 -4.6049 -0.2905 0.0 -0.1 0.0 -0.53
N -0.0966 -4.2564 0.0035 0.2 -0.1 -0.1 -0.51
H -2.4618 -1.6250 0.7803 0.1 0.0 0.0 0.21
H -2.4079 -2.0904 -0.7884 -0.1 0.0 0.0 0.25
H -3.4239 -3.9045 0.4149 0.0 0.0 0.0 0.42
H -2.1169 -3.7920 1.5946 0.0 0.0 0.0 0.36
H -1.6813 -4.4386 -1.3543 0.0 0.0 0.0 0.35
H -1.7313 -5.6488 -0.0723 0.1 0.0 0.0 0.40
H 0.5290 -4.7009 -0.6622 0.0 -0.1 0.0 0.30
H 0.1644 -4.6104 0.9213 0.0 0.0 0.0 0.26

=====

No. 4
58
Properties=species:S:1:pos:R:3:forces:R:3:mulliken_charge:R:1 method="wB97M-V/def2-TZVPD" multiplicity=1 largest_force_ev_per_a=1.99 charge=-1 gap_ev=6.8 relative_energy_ev=0.171 homo_energy_ev=-4.42
Mg -0.6630 0.2628 0.0154 -1.0 0.5 -0.1 1.88
O 2.1274 -0.4033 0.0404 -0.1 0.4 0.2 -0.60
C 2.0719 -1.6764 -0.5452 0.0 -0.5 -0.1 -0.70
C 0.8063 -2.4406 -0.1405 0.8 0.1 0.2 -0.53
N -0.4155 -1.7698 -0.5488 -0.2 -0.7 -0.3 0.14
C -0.5612 -1.7167 -1.9851 0.1 0.3 -0.7 -0.73
C 0.1691 -0.4517 -2.5026 0.0 -1.0 -1.1 0.78
O 0.6454 -0.4561 -3.6269 0.0 0.0 -0.2 -0.81
O 0.1986 0.5067 -1.6741 0.4 1.1 0.1 -0.77
C -1.5359 -2.2922 0.1991 -0.5 -0.3 0.7 -0.80
C -1.4463 -1.7145 1.6391 -0.5 -1.2 0.2 0.61
O -1.8965 -2.3694 2.5679 -0.2 -0.2 0.1 -0.79
O -0.9001 -0.5794 1.7059 0.3 0.5 0.7 -0.87
H 1.5330 0.1668 -0.4816 0.6 0.1 -0.3 0.58
H 2.9412 -2.2356 -0.1714 -0.2 0.1 -0.2 0.47
H 2.1487 -1.6151 -1.6416 0.1 0.0 0.2 0.29
H 0.7990 -2.5050 0.9519 0.0 -0.1 -0.1 0.35
H 0.8562 -3.4596 -0.5661 -0.1 0.1 0.1 0.30
H -1.6111 -1.5778 -2.2562 0.0 0.0 0.1 0.39
H -0.1845 -2.6082 -2.5078 0.0 0.1 0.1 0.21
H -1.5711 -3.3921 0.2356 0.0 0.2 0.0 0.28
H -2.4735 -1.9120 -0.2164 0.0 -0.1 -0.1 0.44
O -0.0329 1.8763 0.8400 0.1 0.3 -0.5 -0.19
S 0.3669 2.4332 2.1492 -0.6 1.4 1.2 -0.35
C -1.0463 2.2932 3.2902 0.2 -0.3 0.1 0.75
C -0.8966 2.7385 4.5961 0.1 0.0 0.0 -0.66
C -1.9587 2.6176 5.4767 0.1 0.0 0.1 -0.50
C -3.1445 2.0316 5.0613 -0.1 0.0 0.0 -0.54
C -3.2784 1.5873 3.7580 0.0 0.1 0.1 -0.82
C -2.2316 1.7318 2.8638 0.2 -0.1 -0.2 0.39
C 0.0645 4.2265 1.9429 0.4 -0.3 -0.1 0.60
C 0.9357 5.1588 2.4803 0.1 -0.3 0.0 -0.39
C 0.6998 6.5079 2.2737 0.0 0.1 0.0 -0.53
C -0.3994 6.9140 1.5351 0.1 0.1 0.1 -0.47
C -1.2645 5.9727 0.9999 0.0 0.0 0.0 -0.58
C -1.0323 4.6249 1.1989 0.0 -0.2 -0.1 -0.42
H 0.0355 3.1760 4.9262 0.1 0.0 0.0 0.35
H -1.8603 2.9649 6.4955 0.1 0.0 0.1 0.37
H -3.9607 1.9150 5.7603 0.0 0.0 0.1 0.38
H -4.1884 1.1112 3.4291 -0.1 0.0 -0.1 0.48
H -2.3328 1.3832 1.8470 -0.1 0.0 0.0 -0.16
H 1.8056 4.8299 3.0299 0.1 0.0 0.1 0.44
H 1.3858 7.2355 2.6817 0.0 0.1 0.0 0.37
H -0.5689 7.9671 1.3632 0.0 0.1 0.0 0.38
H -2.1184 6.2818 0.4187 -0.1 0.0 -0.1 0.49
H -1.6794 3.8837 0.7530 -0.1 -0.1 -0.1 0.22
S -3.1197 0.8642 -0.3393 0.0 -0.7 0.1 -0.72
C -3.3606 2.3786 -1.1597 -0.1 -0.1 -0.1 0.38
C -2.5993 2.7375 -2.2729 0.1 0.0 0.1 -0.11
C -2.8611 3.9101 -2.9490 0.1 0.2 -0.1 -0.66
C -3.8778 4.7565 -2.5353 -0.1 0.1 -0.1 -0.48
C -4.6402 4.4074 -1.4322 -0.1 0.2 0.0 -0.59
C -4.3946 3.2304 -0.7550 0.2 0.0 0.1 -0.42
H -1.8040 2.0830 -2.5978 0.1 -0.1 0.0 0.35
H -2.2634 4.1747 -3.8087 0.1 0.0 -0.1 0.41
H -4.0903 5.6643 -3.0806 0.0 0.1 0.0 0.37
H -5.4350 5.0602 -1.0936 -0.1 0.0 0.0 0.35
H -4.9969 2.9549 0.1001 0.0 -0.1 0.0 0.37